Entry 1:
{"formula": "C42H50AsCrO8SSe", "method": "the ωB97M-V functional and the def2-TZVPD basis", "species": ["Cr", "C", "C", "C", "C", "C", "C", "C", "Se", "C", "C", "C", "C", "C", "C", "O", "C", "C", "C", "C", "C", "C", "C", "C", "C", "O", "C", "C", "C", "C", "C", "C", "H", "H", "H", "H", "H", "H", "H", "H", "H", "H", "H", "H", "H", "H", "H", "H", "H", "H", "H", "H", "H", "H", "H", "H", "H", "H", "H", "H", "H", "H", "H", "H", "H", "H", "H", "H", "H", "H", "H", "H", "O", "As", "O", "O", "C", "C", "C", "C", "C", "C", "S", "O", "O", "O", "H", "H", "H", "H", "H", "C", "C", "C", "C", "C", "C", "C", "C", "H", "H", "H", "H", "H"], "positions_angstrom": [[0.5875, -1.0104, -1.5903], [-2.8025, 4.6412, 1.6580], [-2.7518, 4.9123, 0.1467], [-4.1741, 5.2164, -0.3284], [-1.8929, 6.1583, -0.1141], [-2.1477, 3.7019, -0.5645], [-0.8539, 3.3066, -0.2614], [-0.2983, 2.1844, -0.8458], [1.4170, 1.5282, -0.3098], [0.8002, 0.7378, 1.3240], [1.1648, 1.3055, 2.5292], [0.6976, 0.7959, 3.7354], [-0.1610, -0.2998, 3.6626], [-0.5510, -0.9004, 2.4719], [-0.0619, -0.3808, 1.2396], [-0.4319, -0.8851, 0.1005], [-1.4925, -2.1070, 2.4544], [-2.7591, -1.7683, 1.6511], [-0.7852, -3.3190, 1.8255], [-1.9366, -2.5139, 3.8636], [1.1104, 1.4571, 5.0498], [2.6413, 1.4538, 5.1745], [0.6084, 2.9087, 5.0790], [0.5379, 0.7345, 6.2710], [-0.9940, 1.4079, -1.7869], [-0.4148, 0.3784, -2.3686], [-2.3255, 1.7944, -2.1049], [-2.8499, 2.9220, -1.4843], [-3.1599, 0.9630, -3.0825], [-4.5769, 1.5261, -3.2447], [-2.5120, 0.9659, -4.4761], [-3.3001, -0.4764, -2.5603], [-3.2420, 5.4926, 2.1885], [-1.8044, 4.4623, 2.0605], [-3.4037, 3.7534, 1.8624], [-4.5511, 6.1022, 0.1900], [-4.8514, 4.3871, -0.1154], [-4.2021, 5.4132, -1.4022], [-2.3101, 7.0275, 0.4049], [-1.8546, 6.3766, -1.1833], [-0.8696, 6.0138, 0.2337], [-0.2645, 3.8468, 0.4719], [1.8182, 2.1717, 2.5101], [-0.5442, -0.7120, 4.5848], [-2.5019, -1.5046, 0.6277], [-3.2864, -0.9270, 2.1109], [-3.4327, -2.6306, 1.6349], [-0.5061, -3.1181, 0.7943], [-1.4449, -4.1919, 1.8450], [0.1187, -3.5588, 2.3931], [-2.4875, -1.7131, 4.3649], [-1.0879, -2.7980, 4.4915], [-2.5987, -3.3798, 3.7869], [3.1041, 2.0015, 4.3526], [3.0222, 0.4310, 5.1481], [2.9554, 1.9195, 6.1146], [1.0107, 3.4783, 4.2400], [0.9095, 3.4071, 6.0066], [-0.4809, 2.9339, 5.0076], [0.8693, -0.3052, 6.3068], [-0.5540, 0.7459, 6.2659], [0.8762, 1.2311, 7.1846], [-3.8642, 3.2036, -1.7246], [-4.5676, 2.5461, -3.6388], [-5.1293, 1.5199, -2.3009], [-5.1225, 0.8987, -3.9532], [-2.5218, 1.9780, -4.8928], [-3.0744, 0.3099, -5.1460], [-1.4896, 0.6047, -4.4451], [-3.7591, -0.4753, -1.5677], [-2.3405, -0.9803, -2.5083], [-3.9351, -1.0573, -3.2350], [0.9046, -5.3788, -1.5799], [0.0204, -4.1877, -2.5938], [-1.4629, -4.7743, -2.8670], [0.2760, -2.8535, -1.6048], [1.1624, -4.2639, -4.1716], [1.7407, -5.4934, -4.4674], [2.5132, -5.6503, -5.6099], [2.7161, -4.5725, -6.4647], [2.1459, -3.3429, -6.1719], [1.3728, -3.1950, -5.0316], [0.6400, -1.6148, -4.6149], [-0.6949, -1.9712, -4.1913], [0.7226, -0.7980, -5.8071], [1.5054, -1.1565, -3.5049], [1.2736, -4.8564, -0.8553], [1.5939, -6.3284, -3.7944], [2.9566, -6.6143, -5.8288], [3.3181, -4.6896, -7.3582], [2.2781, -2.4840, -6.8169], [2.4382, -1.3064, -0.7607], [3.5556, -1.3677, -0.2788], [4.8676, -1.3898, 0.2761], [5.8768, -2.2147, -0.2391], [7.1483, -2.2164, 0.3105], [7.4520, -1.3971, 1.3904], [6.4617, -0.5744, 1.9144], [5.1893, -0.5698, 1.3694], [5.6403, -2.8506, -1.0823], [7.9109, -2.8636, -0.1081], [8.4473, -1.4003, 1.8188], [6.6826, 0.0684, 2.7590], [4.4134, 0.0640, 1.7814]], "forces_ev_per_a": [[0.69, 0.27, 0.83], [0.01, 0.02, -0.02], [-0.04, 0.03, -0.02], [0.02, -0.02, 0.00], [-0.01, -0.02, 0.01], [-0.02, 0.03, 0.03], [0.02, -0.01, 0.05], [0.00, 0.00, -0.01], [-0.14, -0.23, -0.12], [0.05, 0.04, -0.07], [0.01, -0.02, 0.04], [0.00, 0.03, 0.01], [0.03, -0.01, 0.02], [-0.03, -0.03, -0.08], [0.02, 0.08, 0.07], [0.12, -0.01, -0.08], [-0.05, -0.03, 0.03], [0.02, -0.01, -0.01], [0.03, 0.06, 0.03], [0.02, 0.01, -0.02], [0.01, 0.00, 0.04], [-0.01, 0.00, -0.01], [0.02, -0.02, 0.00], [0.00, 0.00, -0.04], [-0.16, 0.06, 0.00], [-0.23, -0.10, -0.17], [0.16, -0.11, -0.06], [0.03, 0.05, 0.01], [-0.08, -0.01, -0.02], [0.01, -0.02, 0.02], [-0.01, -0.01, 0.05], [0.02, 0.02, -0.03], [0.01, 0.00, 0.01], [-0.01, 0.00, 0.01], [0.00, 0.00, 0.01], [-0.01, 0.00, 0.00], [0.00, 0.00, -0.01], [-0.01, 0.00, 0.00], [0.00, 0.00, 0.00], [0.00, 0.00, 0.00], [0.01, 0.00, 0.00], [0.00, 0.01, 0.00], [0.00, 0.00, 0.00], [0.00, 0.01, 0.00], [-0.03, -0.01, 0.02], [0.00, 0.00, 0.00], [0.00, -0.01, 0.00], [0.02, 0.02, -0.05], [-0.02, 0.01, -0.01], [0.00, -0.01, -0.01], [0.01, 0.00, 0.00], [-0.01, -0.01, 0.00], [-0.01, 0.00, 0.00], [0.01, -0.01, 0.00], [0.00, 0.00, 0.00], [0.00, 0.01, 0.00], [-0.01, 0.01, 0.00], [0.00, 0.00, 0.00], [0.00, 0.01, -0.01], [-0.01, 0.00, 0.01], [0.00, -0.01, 0.00], [0.00, 0.01, 0.00], [0.01, -0.01, 0.01], [-0.02, 0.00, 0.00], [0.00, 0.01, 0.00], [0.01, 0.00, -0.01], [0.02, 0.00, 0.00], [-0.01, 0.00, -0.01], [0.05, -0.02, 0.01], [0.02, -0.01, 0.00], [0.01, -0.02, 0.02], [-0.01, 0.01, -0.01], [-0.07, 0.15, -0.11], [0.23, -0.58, 0.01], [-0.18, -0.01, -0.03], [-0.48, 0.24, -0.06], [0.02, -0.02, 0.04], [0.01, -0.05, 0.04], [0.01, 0.12, -0.07], [-0.01, -0.10, 0.06], [-0.02, 0.07, -0.01], [-0.03, 0.11, 0.08], [0.34, -0.11, -0.69], [-0.28, -0.07, 0.22], [0.17, -0.01, 0.19], [-0.22, 0.18, 0.12], [0.04, 0.00, -0.03], [-0.02, 0.02, 0.01], [0.01, 0.00, -0.01], [0.00, -0.01, 0.00], [0.01, 0.00, 0.00], [-0.02, 0.17, -0.30], [-0.06, -0.13, -0.06], [0.11, 0.04, 0.18], [-0.07, 0.00, -0.05], [0.03, 0.00, 0.02], [0.00, 0.01, 0.00], [0.03, 0.00, 0.02], [-0.04, -0.03, -0.04], [0.00, 0.00, 0.00], [-0.01, 0.00, 0.00], [0.00, 0.00, 0.00], [0.00, 0.00, 0.00], [0.00, 0.00, 0.00]], "total_energy_ev": -226190.396, "gap_ev": [6.45, 6.35], "lumo_ev": [3.9, 3.9], "multiplicity": 2, "e_homo_ev": [-2.548, -2.446], "total_charge": -2}



Entry 2:
{"formula": "C42H50BrN7O5PSTi", "method": "the ωB97M-V functional and the def2-TZVPD basis", "species": ["Ti", "C", "C", "C", "C", "C", "C", "C", "S", "O", "O", "N", "C", "C", "C", "C", "C", "C", "C", "C", "N", "C", "H", "H", "H", "H", "H", "H", "H", "H", "H", "H", "H", "H", "H", "Br", "C", "C", "C", "C", "C", "C", "N", "C", "C", "C", "C", "C", "C", "N", "H", "H", "H", "H", "H", "H", "H", "H", "H", "C", "C", "C", "C", "C", "N", "H", "H", "H", "H", "H", "H", "H", "H", "H", "C", "C", "O", "P", "O", "C", "C", "O", "C", "C", "H", "H", "H", "H", "H", "H", "H", "H", "H", "H", "H", "H", "H", "H", "H", "N", "C", "C", "N", "C", "H", "H", "H", "H"], "positions_angstrom": [[0.3746, -0.2583, -0.3942], [7.7321, -2.3265, 2.5793], [6.3105, -2.2596, 2.1137], [5.3030, -2.9605, 2.7771], [3.9904, -2.9092, 2.3429], [3.6785, -2.1045, 1.2478], [4.6603, -1.3900, 0.5696], [5.9687, -1.4857, 1.0008], [2.0398, -2.1596, 0.6899], [1.1152, -1.2036, 1.3848], [1.6043, -3.5177, 0.7066], [1.9017, -1.4068, -0.7475], [2.2555, -2.0457, -1.9603], [3.3210, -2.8777, -2.1677], [3.5357, -3.4141, -3.4584], [2.6910, -3.1216, -4.4924], [1.5646, -2.2877, -4.2810], [0.5970, -2.0053, -5.2704], [-0.4904, -1.2495, -4.9337], [-0.6106, -0.7558, -3.6224], [0.2789, -0.9671, -2.6720], [1.3587, -1.7411, -3.0036], [7.8906, -3.1550, 3.2654], [7.9997, -1.4044, 3.0994], [8.4148, -2.4338, 1.7368], [5.5544, -3.5772, 3.6288], [3.2275, -3.4935, 2.8374], [4.4049, -0.7834, -0.2871], [6.7472, -0.9569, 0.4657], [3.9962, -3.1368, -1.3643], [4.3819, -4.0670, -3.6162], [2.8586, -3.5375, -5.4763], [0.7151, -2.4030, -6.2698], [-1.2660, -1.0252, -5.6507], [-1.4790, -0.1663, -3.3667], [-3.0845, 5.3522, 4.0833], [-2.5453, 3.7715, 3.2373], [-2.7177, 2.5468, 3.8763], [-2.3199, 1.3804, 3.2475], [-1.7454, 1.4255, 1.9777], [-1.5425, 2.6525, 1.3638], [-1.9537, 3.8233, 1.9820], [-1.3893, 0.2247, 1.2762], [-2.1757, -0.7689, 1.4182], [-1.9718, -2.0117, 0.6860], [-2.7779, -3.1054, 0.9409], [-2.5748, -4.2770, 0.2211], [-1.5737, -4.2888, -0.7288], [-0.8148, -3.1438, -0.9314], [-0.9980, -2.0108, -0.2497], [-3.1555, 2.5077, 4.8634], [-2.4334, 0.4421, 3.7755], [-1.0628, 2.7038, 0.3980], [-1.8046, 4.7791, 1.4995], [-3.0640, -0.7136, 2.0476], [-3.5478, -3.0379, 1.6972], [-3.1832, -5.1513, 0.4053], [-1.3593, -5.1705, -1.3139], [-0.0234, -3.1594, -1.6631], [-2.9697, 3.6303, -2.2235], [-3.3914, 2.1576, -2.1050], [-3.7999, 1.5910, -3.4701], [-4.5098, 1.9884, -1.0658], [-2.2291, 1.3907, -1.6213], [-1.3226, 0.7911, -1.2480], [-3.8179, 4.1912, -2.6134], [-2.1408, 3.7577, -2.9208], [-2.7033, 4.0497, -1.2537], [-4.6364, 2.1797, -3.8437], [-4.1297, 0.5552, -3.3914], [-2.9896, 1.6609, -4.1956], [-5.3563, 2.6019, -1.3721], [-4.1874, 2.3248, -0.0796], [-4.8439, 0.9535, -1.0051], [2.1932, -0.0384, 4.4511], [0.9483, 0.4925, 3.7913], [1.2866, 1.5287, 2.8258], [1.5327, 1.4867, 1.2732], [1.4688, 3.0278, 0.9127], [1.2825, 4.1415, 1.8503], [2.5907, 4.6859, 2.3566], [3.0237, 1.0305, 1.0117], [4.2258, 1.8333, 1.2379], [4.7535, 1.6501, 2.6374], [1.9063, -0.7477, 5.2271], [2.7597, 0.7609, 4.9247], [2.8350, -0.5535, 3.7363], [0.2890, 0.9900, 4.5003], [0.4009, -0.2958, 3.2797], [0.6496, 3.7926, 2.6631], [0.7403, 4.8898, 1.2727], [3.1362, 3.9471, 2.9428], [2.3792, 5.5343, 3.0080], [3.2192, 5.0485, 1.5439], [3.9898, 2.8751, 1.0243], [4.9290, 1.4852, 0.4827], [4.0198, 1.9674, 3.3763], [5.6442, 2.2659, 2.7665], [5.0231, 0.6134, 2.8328], [1.9394, 3.1827, -2.5657], [3.0204, 2.3501, -2.7087], [2.6735, 1.1892, -2.1016], [1.3896, 1.3010, -1.5917], [0.9912, 2.5250, -1.8933], [1.8697, 4.1306, -2.9042], [3.9135, 2.6469, -3.2265], [3.2520, 0.2897, -2.0086], [0.0440, 2.9638, -1.6403]], "forces_ev_per_a": [[-0.59, 0.82, 0.25], [0.03, 0.00, 0.00], [0.01, 0.00, 0.01], [-0.09, 0.00, -0.03], [0.10, 0.05, 0.01], [0.00, 0.02, 0.11], [0.04, 0.02, 0.04], [-0.05, 0.04, -0.03], [-0.08, -0.16, -0.14], [0.02, -0.06, -0.04], [0.01, 0.06, -0.04], [0.35, -0.67, 0.18], [-0.03, 0.16, -0.02], [-0.02, -0.02, -0.11], [-0.06, 0.05, 0.00], [0.02, 0.00, 0.06], [0.00, 0.00, -0.03], [0.01, 0.01, 0.04], [0.04, 0.03, 0.10], [-0.01, 0.06, -0.05], [0.07, -0.11, 0.05], [0.03, -0.02, 0.02], [0.00, 0.00, 0.00], [0.00, 0.00, 0.00], [0.00, 0.00, 0.01], [0.01, -0.02, 0.03], [-0.04, -0.03, 0.01], [-0.01, 0.01, -0.03], [0.01, 0.02, -0.01], [0.01, 0.00, 0.02], [0.02, -0.02, -0.01], [0.01, -0.02, -0.03], [0.01, -0.01, -0.03], [-0.02, 0.00, -0.02], [0.05, -0.06, -0.01], [-0.01, 0.04, 0.01], [0.02, -0.11, -0.02], [0.03, 0.07, -0.08], [0.05, 0.03, 0.02], [0.07, -0.04, 0.00], [-0.10, 0.09, 0.00], [-0.06, -0.06, 0.06], [0.16, -0.35, -0.05], [-0.01, 0.00, 0.00], [-0.02, 0.08, 0.06], [0.07, 0.06, -0.04], [0.04, 0.04, -0.01], [0.00, 0.05, 0.02], [-0.02, -0.06, -0.02], [-0.01, -0.08, -0.07], [-0.01, 0.01, 0.03], [0.01, -0.03, -0.02], [-0.02, 0.01, 0.00], [-0.03, 0.03, -0.01], [0.06, 0.04, -0.01], [-0.01, 0.00, 0.01], [-0.01, -0.02, 0.00], [0.00, -0.03, -0.02], [-0.02, -0.01, 0.01], [0.00, -0.03, -0.04], [0.09, -0.07, 0.15], [-0.05, -0.02, -0.02], [-0.04, 0.07, 0.01], [0.07, -0.11, 0.01], [-0.21, 0.22, -0.17], [-0.01, 0.03, 0.02], [0.01, -0.01, -0.01], [0.01, 0.01, 0.04], [-0.02, 0.00, -0.02], [0.01, -0.02, 0.00], [0.02, 0.03, -0.03], [-0.03, -0.01, -0.01], [0.00, 0.00, 0.01], [0.00, -0.03, 0.00], [-0.04, -0.06, 0.05], [0.00, -0.05, -0.01], [-0.15, 0.07, -0.07], [0.09, -0.13, -0.17], [0.06, -0.02, -0.04], [-0.03, 0.05, 0.05], [0.01, 0.04, -0.01], [0.02, 0.08, -0.08], [-0.03, -0.02, 0.01], [0.04, 0.08, -0.01], [0.00, -0.03, 0.02], [0.00, 0.02, 0.02], [0.01, 0.02, -0.04], [0.05, -0.01, 0.01], [-0.04, 0.05, 0.09], [0.04, 0.05, -0.02], [0.03, -0.04, 0.02], [-0.02, 0.03, 0.00], [0.00, 0.01, 0.02], [0.02, -0.02, -0.02], [-0.03, -0.05, -0.01], [0.02, -0.01, 0.05], [0.01, -0.02, 0.01], [0.03, 0.00, -0.01], [-0.02, -0.05, -0.02], [-0.03, -0.02, 0.02], [0.03, -0.06, 0.00], [0.07, -0.02, -0.02], [0.07, 0.09, 0.07], [-0.16, 0.03, -0.06], [0.00, -0.02, 0.00], [0.05, 0.00, -0.02], [0.01, 0.01, 0.02], [-0.01, 0.03, 0.03]], "total_energy_ev": -178298.358, "gap_ev": 6.58, "lumo_ev": -8.9, "multiplicity": 1, "e_homo_ev": -15.461, "total_charge": 3}



Values of relative energy (zero: lowest compared OMol25 entry of this formula, charge and spin), in order: 29.7; 0.0, all in kJ/mol.